17
Properties=species:S:1:pos:R:3 method="wB97M-V/def2-TZVPD" homo_lumo_gap_ev=10.68 homo_ha=-0.35439 multiplicity=1 e_tot_ev=-9439.6495
C -2.2173 -0.6936 -0.3692
C -1.1481 0.3841 -0.5204
C 0.0092 0.1940 0.4369
O 0.7284 -1.0474 0.1110
C 1.2229 1.0999 0.2258
C 2.1204 -0.1328 0.0123
O 2.6773 -0.6929 1.0507
H -3.0117 -0.5653 -1.1112
H -1.7776 -1.6867 -0.5052
H -2.6768 -0.6574 0.6256
H -0.7503 0.3856 -1.5435
H -1.5744 1.3806 -0.3434
H -0.3485 0.1382 1.4712
H 1.4943 -1.2605 1.0024
H 1.5416 1.6826 1.0917
H 1.1327 1.7421 -0.6559
H 2.5778 -0.2707 -0.9787



53
Properties=species:S:1:pos:R:3 method="wB97M-V/def2-TZVPD" homo_lumo_gap_ev=7.38 smiles="CC(C)C[C@H](C)COc1cccc2c1C(=O)NC2=O.CCOCC" homo_ha=-0.33681 multiplicity=1 e_tot_ev=-29839.5568
C -1.5913 1.4281 -4.8741
C -1.9949 -0.1870 -4.7481
C -1.5602 -0.9138 -6.1763
C -1.1307 -0.9320 -3.5699
C -1.7098 -0.7313 -2.0494
C -3.2921 -1.1896 -1.8819
C -1.4544 0.8041 -1.4387
O -1.4971 0.6604 0.0249
C -0.4166 1.4014 0.6940
C -0.8792 2.5719 1.7847
C 0.2876 3.4205 2.6212
C 1.9230 3.1451 2.4266
C 2.3442 2.0018 1.3278
C 1.1953 1.1642 0.5117
C 1.9197 0.0828 -0.4850
O 1.4439 -0.7721 -1.3946
N 3.3988 0.3037 -0.1067
C 3.7952 1.4382 0.8124
O 5.0101 1.9421 1.1311
H -0.4512 1.5861 -4.5993
H -2.3238 2.0184 -4.1516
H -1.8506 1.7492 -5.9741
H -3.1613 -0.2062 -4.5860
H -0.3772 -0.9302 -6.1741
H -1.8978 -2.0470 -6.1364
H -2.0120 -0.3272 -7.0854
H -0.0343 -0.5238 -3.5986
H -1.0607 -2.1019 -3.7865
H -1.0874 -1.4426 -1.3205
H -3.9405 -0.3993 -1.3026
H -3.8265 -1.4240 -2.9047
H -3.2967 -2.2205 -1.2806
H -2.4206 1.4291 -1.7455
H -0.4868 1.3095 -1.8603
H -2.0093 2.8109 1.9784
H -0.0536 4.2268 3.4185
H 2.7560 3.7167 3.0310
H 3.8220 -0.5164 0.4141
C -0.2465 -2.4624 3.5299
C 0.1206 -0.9911 3.6387
O 0.6287 -0.6260 4.9196
C 1.8152 -1.2925 5.3450
C 2.9978 -1.0725 4.4169
H -0.9887 -2.7294 4.2921
H -0.6629 -2.6797 2.5407
H 0.6195 -3.1107 3.6768
H -0.7809 -0.3920 3.4765
H 0.8273 -0.7020 2.8553
H 1.6174 -2.3599 5.4875
H 2.0636 -0.8905 6.3344
H 2.8091 -1.4616 3.4138
H 3.8881 -1.5731 4.8097
H 3.2123 -0.0029 4.3178



18
Properties=species:S:1:pos:R:3 method="wB97M-V/def2-TZVPD" homo_lumo_gap_ev=8.92 smiles="C/C=C/CC[NH3+]" homo_ha=-0.46842 multiplicity=1 charge=+1 e_tot_ev=-6860.7535
C 0.7817 -2.7696 -1.4385
C -0.2644 -1.8157 -0.7982
C -0.2660 -0.4900 -0.9238
C -0.8252 0.4573 0.1392
C -0.1209 1.7699 0.2133
N 0.0355 2.1280 1.7362
H 1.7555 -2.7827 -1.0569
H 1.0351 -2.2454 -2.3253
H 0.3571 -3.7806 -1.4785
H -0.8097 -2.2287 0.1443
H 0.3489 0.1001 -1.6636
H -1.9871 0.4337 0.2244
H -0.4580 -0.0543 1.1340
H -0.6845 2.7502 -0.1346
H 0.9059 1.6220 -0.1400
H -0.7815 2.0509 2.3790
H 0.1290 3.0951 1.7736
H 0.8486 1.7599 2.2154



15
Properties=species:S:1:pos:R:3 method="wB97M-V/def2-TZVPD" homo_lumo_gap_ev=8.63 smiles="C=S(=O)=O.C=C(C)I" homo_ha=-0.34095 multiplicity=1 e_tot_ev=-27288.3099
C -0.4333 1.6282 -1.4596
S -1.2072 1.4494 -0.0318
O -1.2986 2.5174 0.8936
O -2.1396 0.3654 0.1158
H 0.1317 2.5463 -1.5385
H -0.1265 0.6787 -1.8822
C 0.3217 0.1173 1.4031
C 0.9249 -0.6984 0.4436
C 0.3794 -2.0361 -0.2428
I 2.9467 -0.3013 -0.0237
H -0.6282 -0.2405 1.6046
H 0.5930 1.0264 1.8749
H 1.0826 -2.8497 -0.0119
H 0.0862 -1.8886 -1.3616
H -0.6329 -2.3146 0.2166



58
Properties=species:S:1:pos:R:3 method="wB97M-V/def2-TZVPD" homo_lumo_gap_ev=7.47 homo_ha=-0.21609 multiplicity=1 charge=-1 e_tot_ev=-104153.6389
Ag 0.5403 0.2328 -0.2422
S -3.1177 0.0670 6.7323
N -2.6115 1.3442 5.8766
C -2.2074 0.8807 4.7069
C -1.6742 1.6820 3.6137
C -1.4917 3.0601 3.7119
C -0.9433 3.7345 2.6452
C -0.5864 3.0024 1.5116
N -0.7617 1.6995 1.4107
C -1.2991 1.0350 2.4345
C -1.4567 -0.4432 2.2947
N -1.1147 -0.9923 1.1308
C -1.1782 -2.3040 0.9937
C -1.6194 -3.1509 2.0114
C -2.0032 -2.5942 3.2093
C -1.9267 -1.2108 3.3621
C -2.3184 -0.5309 4.5880
N -2.8029 -1.1134 5.6709
H -1.7736 3.5692 4.6244
H -0.7727 4.8015 2.6765
H -0.1284 3.4847 0.6547
H -0.8518 -2.6890 0.0351
H -1.6403 -4.2198 1.8517
H -2.3531 -3.2009 4.0344
F 3.5718 3.5518 -2.3456
C 3.5506 2.3951 -1.6740
F 4.7805 1.8665 -1.7086
F 3.2186 2.6360 -0.4152
S 2.4087 1.1999 -2.4927
O 2.6468 -0.0572 -1.8374
O 2.6824 1.2981 -3.8991
N 1.0279 1.9023 -2.0204
S -0.3755 1.7203 -2.7738
O -0.2875 1.0422 -4.0374
O -1.4250 1.3731 -1.8562
C -0.7304 3.4762 -3.1768
F -1.9764 3.5720 -3.6664
F 0.1201 3.9441 -4.0929
F -0.6503 4.2563 -2.0927
C -1.4771 -3.3771 -3.7342
N -0.2257 -2.7270 -4.0375
C 0.4604 -3.0606 -5.2619
C 0.3391 -1.8863 -3.1397
O -0.1370 -1.6109 -2.0554
H -2.0986 -3.4056 -4.6311
H -1.9856 -2.8104 -2.9577
H -1.3302 -4.4023 -3.3787
H -0.2213 -2.9775 -6.1114
H 0.8665 -4.0769 -5.2411
H 1.2808 -2.3618 -5.4158
H 1.2823 -1.4444 -3.4898
F 3.0219 -0.4936 4.1881
C 3.3715 -1.0253 2.9902
F 4.5856 -0.5174 2.6786
F 3.5466 -2.3441 3.1971
C 2.3201 -0.6892 1.8924
O 1.7971 -1.6455 1.3064
O 2.1339 0.5347 1.7518



11
Properties=species:S:1:pos:R:3 method="wB97M-V/def2-TZVPD" homo_lumo_gap_ev="8.74 / 6.81" homo_ha="-0.31240 / -0.27087" multiplicity=1 e_tot_ev=-10138.8728
C -2.8686 1.1217 0.1551
C -0.1245 -1.5782 0.2252
N -1.1339 -1.2089 -0.3762
N -2.1715 -1.4215 -0.8079
N 1.4336 0.2830 -0.0381
N 1.0864 -1.0476 0.3838
O -3.4451 0.0256 0.2941
H -3.2967 2.0458 0.5336
H 0.6488 0.6520 -0.5297
H 2.3160 0.1953 -0.6946
H 1.5377 -1.2644 1.1799



112
Properties=species:S:1:pos:R:3 method="wB97M-V/def2-TZVPD" homo_lumo_gap_ev=7.84 homo_ha=-0.29859 multiplicity=1 e_tot_ev=-95064.3497
C 2.5453 2.0520 0.4875
C 1.3003 1.6685 -0.3608
P 0.4188 0.1807 0.3255
C -1.4319 0.3413 0.0971
C -2.1161 -0.5415 1.2027
C 0.9038 -1.4030 -0.5839
C 2.3772 -1.4284 -1.1181
O 3.1294 -1.1976 0.0916
S 2.4416 -2.2218 1.2127
O 2.1799 -1.6572 2.5414
O 3.3676 -3.3608 1.3069
O 0.9954 -2.4687 0.4616
H 2.2428 1.9348 1.5457
H 3.3802 1.3537 0.3251
H 2.8310 3.0832 0.2426
H 1.5906 1.5996 -1.4259
H 0.6076 2.5135 -0.2550
H -1.7133 1.3976 0.2068
H -1.7538 0.0341 -0.9156
H -1.3922 -0.5880 2.0383
H -3.0889 -0.1554 1.5013
H -2.1539 -1.5600 0.7842
H 0.1333 -1.8143 -1.2600
H 2.5146 -2.4592 -1.4887
H 2.4188 -0.6450 -1.8839
O -0.5337 2.8953 1.7108
H -0.5676 3.8516 1.5637
H -1.2223 2.7337 2.3658
O 2.7399 5.3394 -0.7257
H 2.7728 5.8022 -1.5724
H 3.5412 5.6252 -0.2711
O -4.7478 -1.4804 0.3180
H -5.4078 -1.6523 1.0070
H -5.0517 -2.0039 -0.4295
O -4.6028 -4.3828 -0.6341
H -3.7745 -4.3072 -1.1206
H -4.4202 -5.0443 0.0421
O -2.6067 4.5647 -0.2809
H -2.9439 4.0862 -1.0574
H -2.3523 3.8602 0.3273
O -1.4397 -3.7870 -0.5361
H -1.4030 -4.6160 -0.0485
H -0.7893 -3.2285 -0.0880
O -5.7199 -6.6065 0.9251
H -6.0551 -6.0480 0.2108
H -6.1610 -7.4487 0.7819
O -5.2561 -4.6236 2.9056
H -4.4249 -4.1647 2.7535
H -5.3959 -5.1454 2.0981
O 6.2048 -0.5112 -0.6883
H 6.3563 -0.3660 0.2538
H 5.4213 -1.0744 -0.7157
O -4.0535 -0.9587 -2.6216
H -4.0205 -0.8329 -1.6663
H -4.8425 -1.4957 -2.7619
O -4.3660 2.9191 -2.5667
H -4.7432 3.5136 -3.2186
H -5.0983 2.2974 -2.3709
O 8.8370 0.4889 1.0263
H 8.8339 0.0504 0.1697
H 9.2203 -0.1646 1.6229
O -3.4497 -0.3284 3.9698
H -3.1728 -0.2169 4.8853
H -4.0584 -1.0762 3.9962
O -8.2576 -6.6666 0.3443
H -8.0426 -6.2554 1.1895
H -9.1775 -6.4299 0.1943
O 4.9551 2.3212 -1.7278
H 4.8456 3.0067 -1.0632
H 5.2209 1.5447 -1.2211
O -4.5671 -9.2892 0.6482
H -4.4312 -10.0517 1.2212
H -3.9906 -8.6087 1.0157
O 11.1045 -1.0065 1.2810
H 11.1639 -0.5382 0.4431
H 11.8968 -0.7371 1.7547
O -6.2663 -1.1632 2.6809
H -6.2481 -0.2112 2.5277
H -7.0086 -1.2941 3.2780
O 2.2218 7.3455 -3.2939
H 1.3767 7.1572 -3.7142
H 2.6036 8.0432 -3.8355
O 5.7820 6.6183 0.1206
H 5.8288 7.0834 -0.7231
H 6.5716 6.9050 0.5875
O 7.6209 3.3796 -0.0703
H 7.5104 4.0649 0.5941
H 7.8788 2.6000 0.4368
O 0.1125 6.1398 0.1969
H 0.8478 5.5950 -0.1556
H -0.7564 5.7028 0.0582
O -0.5545 1.6708 4.4539
H 0.2462 1.2300 4.1490
H -1.2671 1.1146 4.1177
O -6.6001 -9.0208 2.7363
H -6.0610 -9.1042 1.9337
H -6.4690 -9.8511 3.2012
O -0.7025 -4.7641 -3.6533
H -0.5641 -4.5865 -2.7156
H -1.4288 -5.3924 -3.6669
O -6.8023 1.4167 -3.1512
H -6.6958 1.0588 -4.0380
H -6.8027 0.6395 -2.5779
O 7.1928 -1.5721 -3.2824
H 6.7049 -1.4585 -2.4586
H 7.6442 -0.7326 -3.3993
O 2.3935 9.4605 -0.9265
H 1.8561 9.2709 -0.1523
H 2.0078 8.9098 -1.6184
O 4.9956 5.1424 -2.6449
H 5.3621 5.2861 -1.7675
H 4.4319 4.3712 -2.5368



119
Properties=species:S:1:pos:R:3 method="wB97M-V/def2-TZVPD" homo_lumo_gap_ev=7.26 homo_ha=-0.26564 multiplicity=1 e_tot_ev=-276059.0103
Ba -0.6850 0.7023 -0.6831
C 3.1000 -3.6885 -1.8626
C 2.2305 -4.6993 -1.4786
C 1.1095 -4.4087 -0.7173
C 0.8641 -3.0953 -0.3362
C 1.7305 -2.0809 -0.7265
C 2.8542 -2.3761 -1.4903
H 3.9727 -3.9275 -2.4566
H 2.4348 -5.7193 -1.7788
H 0.4301 -5.1962 -0.4184
H -0.0029 -2.8622 0.2745
H 1.5555 -1.0884 -0.3801
H 3.5275 -1.5798 -1.7840
Br -2.7940 2.6504 0.2920
Se 0.6167 4.1097 -4.8115
C 0.0300 3.0592 -3.5686
N -0.3591 2.3439 -2.7251
C -5.4286 -3.0801 -1.4338
C -4.3420 -2.7752 -0.4056
As -3.7664 -0.8825 -0.3996
C -3.2309 -0.7781 1.5010
C -4.3189 -1.0358 2.5401
C -5.4947 0.0436 -0.2870
C -6.0172 0.5111 -1.6415
H -5.6601 -4.1464 -1.4493
H -5.1260 -2.7936 -2.4406
H -6.3483 -2.5437 -1.1951
H -3.4483 -3.3711 -0.6045
H -4.6925 -3.0411 0.5926
H -2.8529 0.2383 1.6367
H -2.3973 -1.4780 1.6404
H -5.0805 -0.2577 2.4962
H -3.8994 -1.0273 3.5477
H -4.8086 -1.9995 2.3964
H -5.3026 0.9083 0.3503
H -6.2091 -0.6027 0.2284
H -5.2759 1.1380 -2.1395
H -6.9245 1.1045 -1.5177
H -6.2540 -0.3269 -2.2979
C -3.8781 -0.9400 -4.5029
C -2.6364 -0.1097 -4.8084
C -2.9093 1.3645 -4.4959
P -1.0875 -0.6721 -3.9324
C 0.1745 0.0850 -5.0722
C 0.2560 -0.4724 -6.4932
C 1.5553 0.1686 -4.4182
C -1.0664 -2.5030 -4.2660
C -1.8624 -3.2185 -3.1677
C 0.3481 -3.0871 -4.2509
H -4.7326 -0.5113 -5.0309
H -4.1062 -0.9114 -3.4384
H -3.7748 -1.9801 -4.8164
H -2.4335 -0.2093 -5.8797
H -3.0636 1.5194 -3.4252
H -3.8141 1.6861 -5.0172
H -2.0951 2.0188 -4.8029
H -0.1812 1.1197 -5.1502
H 0.7306 -1.4528 -6.5309
H 0.8556 0.2019 -7.1089
H -0.7229 -0.5574 -6.9661
H 2.0259 -0.8099 -4.3118
H 1.4791 0.6271 -3.4280
H 2.2143 0.7999 -5.0184
H -1.5259 -2.6900 -5.2429
H -1.2319 -3.3199 -2.2794
H -2.1526 -4.2225 -3.4884
H -2.7593 -2.6834 -2.8699
H 0.8668 -2.8122 -3.3276
H 0.9581 -2.7636 -5.0902
H 0.2934 -4.1786 -4.2783
C 0.9003 1.7492 3.0902
P 1.4539 0.9052 1.5545
C 3.1239 0.2324 1.8448
C 3.2009 -1.0626 2.3572
C 4.4278 -1.6521 2.6114
C 5.5962 -0.9509 2.3361
C 5.5270 0.3352 1.8171
C 4.2963 0.9275 1.5774
C 1.8024 2.2533 0.3969
C 1.8927 3.6012 0.7850
C 2.3252 4.5642 -0.0958
C 2.7046 4.2115 -1.3948
C 2.6023 2.8996 -1.7992
C 2.1306 1.9357 -0.9105
P 2.2226 2.5280 4.1450
C 1.1374 3.3425 5.3843
C 1.3068 3.1800 6.7578
C 0.5273 3.8974 7.6552
C -0.4329 4.7853 7.1961
C -0.6034 4.9648 5.8306
C 0.1818 4.2571 4.9343
C 2.8049 1.0473 5.0563
C 1.9519 0.1101 5.6394
C 2.4650 -0.9958 6.2960
C 3.8410 -1.1752 6.3863
C 4.6972 -0.2461 5.8197
C 4.1800 0.8594 5.1545
H 0.3347 1.0302 3.6871
H 0.1716 2.5042 2.7785
H 2.2855 -1.6128 2.5496
H 4.4726 -2.6552 3.0143
H 6.5599 -1.4070 2.5228
H 6.4348 0.8829 1.5983
H 4.2531 1.9323 1.1750
H 1.6361 3.8925 1.7921
H 2.3712 5.5956 0.2280
H 3.0313 4.9600 -2.1033
H 2.8250 2.6282 -2.8221
H 1.9951 0.9404 -1.3151
H 2.0514 2.4907 7.1327
H 0.6719 3.7579 8.7191
H -1.0431 5.3386 7.8979
H -1.3455 5.6594 5.4590
H 0.0422 4.4278 3.8721
H 0.8776 0.2528 5.5974
H 1.7933 -1.7158 6.7464
H 4.2403 -2.0388 6.9028
H 5.7693 -0.3811 5.8872
H 4.8479 1.5797 4.6978



8
Properties=species:S:1:pos:R:3 method="wB97M-V/def2-TZVPD" homo_lumo_gap_ev=8.14 homo_ha=-0.36183 multiplicity=1 e_tot_ev=-25459.8582
C 0.2685 0.5391 0.6312
C -0.2055 -0.5992 -0.1932
F -0.2469 0.7709 -2.0534
Cl 1.0829 -1.7216 -0.7496
I -2.0912 -1.2598 -0.4584
H 0.7035 -0.0051 1.5227
H 1.0928 1.1703 0.3112
H -0.6040 1.1054 0.9895



17
Properties=species:S:1:pos:R:3 method="wB97M-V/def2-TZVPD" homo_lumo_gap_ev=9.74 homo_ha=-0.32784 multiplicity=1 e_tot_ev=-9455.3085
C 2.6390 0.5429 0.7525
C 1.6429 1.1790 0.2736
C 1.2802 -1.5973 0.3264
C 0.1071 -1.0824 -0.0344
C -1.1676 -0.5158 0.4970
C -0.9537 1.0203 0.4777
C 2.1182 -0.5149 -0.3176
C 0.3272 1.2721 -0.3667
C 0.8034 -0.0471 -0.9725
H 1.5625 -2.3963 1.0671
H -1.9419 -0.8892 -0.1207
H -1.5346 -0.7716 1.4735
H -1.8125 1.6105 -0.1219
H -0.9224 1.4282 1.4232
H 2.8655 -0.8619 -0.9024
H 0.2685 1.9994 -1.0953
H 0.7545 -0.1484 -2.0169



20
Properties=species:S:1:pos:R:3 method="wB97M-V/def2-TZVPD" homo_lumo_gap_ev=7.74 homo_ha=-0.26945 multiplicity=1 e_tot_ev=-11876.8532
C -1.5568 -0.3601 0.0874
C 2.3844 -0.4267 -0.7651
N 0.9994 -0.2644 -0.3220
C 0.4288 -1.1653 0.7412
C 0.0896 0.4489 -0.8968
N 0.4261 -0.5320 1.9832
N -2.1112 0.8676 0.6340
C -0.0738 1.5526 -1.6080
O 0.5888 -2.3701 0.5859
H 0.3021 -1.2095 2.7251
H -0.1267 0.3232 2.0159
H -2.8552 0.7984 1.3200
H -2.4660 1.4731 -0.1010
H -1.8425 -1.1577 0.7741
H -1.9689 -0.6833 -0.8763
H 3.0183 0.2567 -0.1993
H 2.4645 -0.1993 -1.8278
H 2.7045 -1.4560 -0.6004
H 0.4956 2.4441 -1.3725
H -0.9010 1.6600 -2.2976